[1]
C3H6O2S | ωB97M-V/def2-TZVPD

Last column: natural (NBO) charge in e.
Cartesian coordinates (Å):
1 O 0.749 -1.395 -1.477  -0.908
2 S 0.474 -0.936 -0.177  1.965
3 H -3.011 0.817 -0.269  0.208
4 O 1.119 -1.780 0.878  -0.944
5 C -2.027 0.614 0.102  -0.360
6 C -1.520 -0.648 0.084  -0.293
7 H 2.335 0.503 -0.857  0.235
8 H 1.417 1.729 0.244  0.222
9 H 2.460 0.542 0.883  0.232
10 C 1.754 0.648 0.092  -0.765
11 H -2.015 -1.484 -0.170  0.203
12 H -1.734 1.389 0.666  0.205

Its total charge is 0. As for the SMILES: C=CS(C)(=O)=O. The calculation puts the frontier orbital gap at 9.560 eV. The LUMO energy is -0.410 eV.

***

[2]
C3H6O2S | ωB97M-V/def2-TZVPD

Last column: natural (NBO) charge in e.
Cartesian coordinates (Å):
1 H 1.073 2.890 0.069  0.489
2 H -3.798 1.190 0.296  0.203
3 H -2.679 1.752 1.823  0.188
4 C 2.451 -3.127 -1.055  -0.233
5 H 1.586 -3.669 -0.787  0.232
6 H -2.505 -0.087 1.070  0.184
7 O -1.797 1.548 -0.141  -0.685
8 C 3.546 -2.730 -1.353  -0.233
9 C -2.720 1.088 0.805  -0.276
10 S -0.223 1.048 0.031  0.749
11 H 4.450 -2.218 -1.573  0.234
12 O 0.615 2.315 0.813  -0.852

Its total charge is 0. As for the SMILES: COSO.C#C. The calculation puts the frontier orbital gap at 9.518 eV. The LUMO energy is 0.530 eV.

***

[3]
C3H6O2S | ωB97M-V/def2-TZVPD

Last column: natural (NBO) charge in e.
Cartesian coordinates (Å):
1 H 2.225 -2.163 0.159  0.479
2 C -0.362 0.439 -0.368  -0.410
3 H 0.570 0.837 1.551  0.110
4 C -1.685 1.047 -0.042  -0.493
5 H -2.345 1.286 -0.864  0.232
6 S -1.564 -0.680 0.392  0.164
7 O 1.278 -2.037 0.061  -0.948
8 H -0.137 0.238 -1.409  0.241
9 H 1.028 -2.388 -0.797  0.474
10 C 0.812 0.758 0.474  0.443
11 O 1.920 0.927 0.051  -0.519
12 H -1.742 1.737 0.791  0.225

Its total charge is 0. As for the SMILES: O=C[C@@H]1CS1.O. The calculation puts the frontier orbital gap at 9.890 eV. The LUMO energy is 0.702 eV.

***

Number 1: E_tot -666.41413 Eh. Number 2: E_tot -666.40927 Eh. Number 3: E_tot -666.54011 Eh.